Formula: C34H53BGeN9O2S5Ta
Source: the Open Molecules 2025 dataset
Level of theory: wB97M-V/def2-TZVPD

Structure (XYZ):
```
106
C34H53BGeN9O2S5Ta wB97M-V/def2-TZVPD
Ta -0.497 0.835 -0.480
C 4.653 3.340 2.432
C 4.683 2.186 1.429
C 4.375 2.721 0.043
C 6.061 1.513 1.417
N 3.708 1.154 1.865
C 3.865 0.590 3.102
C 3.030 -0.468 3.187
N 2.351 -0.569 2.007
B 1.542 -1.863 1.744
N 0.128 -1.746 2.360
C -0.472 -2.810 2.973
C -1.575 -2.364 3.623
N -1.661 -1.016 3.415
C -0.624 -0.666 2.630
S -0.295 0.930 2.050
C -2.642 -0.104 4.036
C -1.879 0.809 4.996
C -3.340 0.714 2.943
C -3.673 -0.920 4.813
N 1.589 -2.260 0.251
C 2.728 -2.770 -0.314
C 2.407 -3.291 -1.521
N 1.061 -3.111 -1.714
C 0.590 -2.457 -0.626
S -0.984 -1.848 -0.341
C 0.296 -3.590 -2.884
C 1.187 -4.438 -3.793
C -0.211 -2.382 -3.674
C -0.870 -4.447 -2.388
C 2.748 0.451 1.224
S 2.025 0.795 -0.342
H 5.362 4.099 2.116
H 3.668 3.792 2.469
H 4.929 3.032 3.435
H 5.162 3.413 -0.242
H 4.344 1.921 -0.688
H 3.432 3.255 0.041
H 6.801 2.218 1.053
H 6.369 1.191 2.406
H 6.061 0.650 0.756
H 4.558 0.964 3.824
H 2.892 -1.169 3.982
H 2.092 -2.731 2.337
H -0.066 -3.798 2.912
H -2.276 -2.910 4.217
H -1.112 1.368 4.467
H -2.569 1.512 5.451
H -1.406 0.230 5.784
H -2.777 1.613 2.707
H -3.448 0.131 2.031
H -4.329 1.011 3.278
H -3.212 -1.477 5.624
H -4.393 -0.241 5.258
H -4.213 -1.603 4.162
H 3.672 -2.728 0.185
H 3.033 -3.780 -2.234
H 2.009 -3.864 -4.211
H 1.582 -5.307 -3.271
H 0.587 -4.798 -4.624
H 0.616 -1.731 -3.957
H -0.704 -2.724 -4.579
H -0.931 -1.813 -3.094
H -0.490 -5.280 -1.802
H -1.554 -3.869 -1.773
H -1.421 -4.835 -3.239
N -5.345 -4.628 -2.959
C -4.821 -3.417 -2.689
C -4.795 -2.916 -1.374
C -4.206 -1.705 -1.097
C -3.647 -0.964 -2.130
C -3.666 -1.431 -3.438
C -4.245 -2.646 -3.715
S -2.769 0.508 -1.771
O -3.294 1.703 -2.337
O -2.559 0.537 -0.302
N -1.238 0.329 -2.271
C -0.579 1.010 -3.228
S -0.979 1.198 -4.900
C 0.528 2.024 -5.109
C 1.201 2.103 -3.940
N 0.565 1.540 -2.874
H -5.869 -5.114 -2.254
H -5.483 -4.907 -3.913
H -5.245 -3.488 -0.580
H -4.180 -1.317 -0.090
H -3.225 -0.828 -4.218
H -4.256 -3.026 -4.724
H 0.812 2.406 -6.068
H 2.163 2.554 -3.799
C -0.842 5.984 0.077
Ge 0.204 4.296 0.008
C 1.473 4.362 -1.521
C 1.015 4.023 1.806
C -1.153 2.909 -0.306
H -0.205 6.848 0.234
H -1.556 5.940 0.894
H -1.391 6.135 -0.848
H 2.217 5.135 -1.358
H 0.920 4.626 -2.418
H 1.977 3.417 -1.689
H 1.678 4.859 2.010
H 1.553 3.085 1.906
H 0.224 4.044 2.550
H -1.623 3.134 -1.263
H -1.930 3.018 0.451
```

Its charge is +2. The calculation puts the molecular weight at 1044.56 Da. The calculation puts the gap between HOMO and LUMO at 7.0 eV. As for the relative energy (zero: lowest compared OMol25 entry of this formula, charge and spin): 1.8711 eV.

***

Formula: C34H53FIN4O20P2
Source: the Open Molecules 2025 dataset
Level of theory: wB97M-V/def2-TZVPD

Structure (XYZ):
```
115
C34H53FIN4O20P2 wB97M-V/def2-TZVPD
C -0.949 -0.136 4.674
P 0.839 -0.145 5.084
O 1.065 -1.651 5.720
N 1.809 -0.174 3.573
C 1.484 0.756 2.650
N 1.518 2.097 3.010
C 2.779 2.718 2.648
C 3.931 2.008 2.493
C 5.125 2.587 2.134
C 5.098 3.952 1.969
C 3.890 4.566 2.152
N 2.737 4.035 2.502
N 1.166 0.520 1.391
C 0.811 1.637 0.482
C 0.042 1.230 -0.770
C -1.364 0.687 -0.472
F -1.600 0.622 0.901
P 1.139 -1.115 0.658
O 2.626 -1.762 0.863
I -0.440 -2.506 1.933
H -1.456 0.217 5.573
H -1.213 0.503 3.832
H -1.286 -1.165 4.533
H 1.934 -1.962 5.432
H 2.070 -1.090 3.209
H 1.386 2.235 4.012
H 3.938 0.930 2.670
H 6.022 2.008 1.993
H 5.982 4.499 1.683
H 3.892 5.645 2.007
H 1.744 2.093 0.144
H 0.247 2.413 0.989
H 0.591 0.582 -1.447
H -0.116 2.157 -1.327
H -2.137 1.275 -0.963
H -1.463 -0.334 -0.850
H 3.207 -1.197 1.403
C 7.519 -4.091 3.199
C 6.514 -3.010 3.506
C 5.073 -3.406 3.312
O 4.457 -2.124 3.055
C 5.411 -1.339 2.492
O 5.185 -0.277 1.983
O 6.619 -1.903 2.579
H 8.520 -3.668 3.120
H 7.519 -4.847 3.984
H 7.299 -4.575 2.247
H 6.686 -2.613 4.510
H 4.636 -3.882 4.186
H 4.914 -4.040 2.438
C -6.584 -1.212 -2.720
C -5.472 -0.240 -2.418
C -5.779 1.197 -2.746
O -4.462 1.735 -2.963
C -3.686 0.714 -3.398
O -2.586 0.846 -3.841
O -4.319 -0.470 -3.258
H -6.213 -2.236 -2.698
H -7.389 -1.116 -1.991
H -6.993 -1.044 -3.712
H -5.149 -0.350 -1.378
H -6.287 1.723 -1.941
H -6.350 1.312 -3.669
C 3.218 -1.214 -3.672
C 2.203 -2.143 -4.291
C 0.833 -2.091 -3.669
O 0.317 -3.390 -3.971
C 1.386 -4.229 -4.066
O 1.313 -5.410 -4.123
O 2.550 -3.520 -4.077
H 4.225 -1.478 -3.996
H 3.018 -0.181 -3.958
H 3.203 -1.286 -2.582
H 2.155 -1.976 -5.371
H 0.199 -1.313 -4.092
H 0.860 -1.981 -2.580
C -3.670 -6.082 6.679
C -3.215 -5.304 5.470
C -2.575 -3.972 5.774
O -2.823 -3.245 4.560
C -3.965 -3.758 4.016
O -4.550 -3.265 3.110
O -4.328 -4.895 4.654
H -4.330 -6.896 6.380
H -2.815 -6.501 7.210
H -4.232 -5.449 7.366
H -2.561 -5.924 4.849
H -1.508 -4.043 5.974
H -3.061 -3.440 6.595
C -5.050 -1.596 -9.322
C -5.676 -1.134 -8.030
C -4.900 -1.483 -6.786
O -5.936 -1.510 -5.793
C -7.089 -1.846 -6.432
O -8.100 -2.133 -5.878
O -6.923 -1.808 -7.776
H -5.769 -1.532 -10.138
H -4.183 -0.983 -9.570
H -4.733 -2.638 -9.255
H -5.885 -0.061 -8.079
H -4.138 -0.749 -6.533
H -4.444 -2.475 -6.829
C 0.873 7.525 0.044
C 2.062 8.426 0.263
C 1.856 9.855 -0.170
O 3.201 10.273 -0.431
C 3.903 9.167 -0.791
O 4.996 9.179 -1.246
O 3.174 8.036 -0.558
H 1.165 6.479 0.144
H 0.087 7.741 0.767
H 0.464 7.646 -0.961
H 2.385 8.370 1.307
H 1.397 10.476 0.595
H 1.284 9.941 -1.097
```

Its charge is +1. The calculation puts the molecular weight at 1045.66 Da. The calculation puts the gap between HOMO and LUMO at 8.2 eV.

***

Formula: C34H53IN6O3S
Source: the Open Molecules 2025 dataset
Level of theory: wB97M-V/def2-TZVPD

Structure (XYZ):
```
98
C34H53IN6O3S wB97M-V/def2-TZVPD
I 1.623 -5.351 2.916
N 0.189 -4.045 2.112
C -0.886 -3.586 3.115
C -2.081 -2.519 2.677
C -2.115 -1.946 1.117
C -3.284 -0.854 0.739
C -4.576 -0.595 1.768
C -5.731 0.546 1.408
N -5.655 1.370 0.128
C -6.645 2.466 -0.261
C -6.247 3.954 0.365
C -4.983 3.918 1.409
C -4.365 5.413 1.776
S -3.056 6.017 0.579
C -1.878 4.656 0.061
N -0.668 4.036 0.724
N -0.098 2.997 -0.048
C -0.910 2.809 -1.320
O -1.967 3.863 -1.201
C -4.493 1.163 -0.864
C -3.273 0.065 -0.628
C -0.943 -2.503 0.113
C 0.196 -3.572 0.665
H -0.877 -3.956 4.241
H -2.838 -2.199 3.519
H -4.665 -1.188 2.781
H -6.607 0.728 2.169
H -6.660 2.630 -1.443
H -7.749 2.141 0.016
H -7.203 4.287 0.998
H -6.145 4.788 -0.479
H -4.074 3.263 1.072
H -5.392 3.415 2.411
H -5.233 6.217 1.931
H -3.866 5.290 2.848
H -0.740 2.015 -2.174
H -4.398 1.817 -1.857
H -2.378 -0.033 -1.411
H -0.929 -2.100 -1.001
H 1.021 -3.949 -0.104
C 3.900 0.821 3.420
C 3.588 -0.585 4.008
C 2.973 -0.442 5.429
C 3.989 -0.061 6.502
C 5.187 -1.003 6.483
C 5.840 -1.128 5.081
N 4.838 -1.417 4.000
O 4.454 -2.766 4.126
C 6.614 0.177 4.751
C 6.969 -2.208 5.152
C 2.477 -1.147 3.060
H 4.110 1.567 4.190
H 4.748 0.789 2.726
H 3.058 1.223 2.843
H 2.501 -1.389 5.726
H 2.169 0.305 5.418
H 4.316 0.976 6.369
H 3.510 -0.104 7.487
H 5.927 -0.653 7.217
H 4.862 -1.990 6.836
H 7.013 0.153 3.731
H 7.469 0.304 5.429
H 6.022 1.082 4.867
H 6.602 -3.183 5.490
H 7.750 -1.912 5.863
H 7.449 -2.341 4.175
H 2.854 -1.266 2.037
H 1.618 -0.467 3.020
H 2.081 -2.112 3.396
C 1.955 -0.629 -6.230
C 0.917 -1.358 -5.328
C 0.257 -2.525 -6.113
C -0.758 -2.067 -7.156
C -1.790 -1.127 -6.543
C -1.150 0.068 -5.787
N -0.086 -0.362 -4.819
O -0.730 -0.937 -3.707
C -0.559 1.072 -6.813
C -2.289 0.888 -5.097
C 1.788 -1.980 -4.187
H 1.713 -0.695 -7.293
H 2.052 0.428 -5.959
H 2.960 -1.056 -6.130
H -0.254 -3.201 -5.413
H 1.028 -3.130 -6.608
H -0.251 -1.581 -7.997
H -1.269 -2.942 -7.575
H -2.456 -0.761 -7.337
H -2.427 -1.705 -5.861
H -0.023 1.884 -6.308
H -1.357 1.536 -7.410
H 0.112 0.619 -7.539
H -2.891 0.282 -4.411
H -2.986 1.292 -5.840
H -1.880 1.737 -4.536
H 2.285 -1.199 -3.598
H 2.569 -2.629 -4.601
H 1.206 -2.610 -3.503
```

Its charge is +2. As for the spin multiplicity: 3. The calculation puts the molecular weight at 752.81 Da. The calculation puts the gap between HOMO and LUMO (spin up / spin down) at 4.4 / 5.0 eV.

***

no.,total energy (a.u.)
1,-6120.11505
2,-4131.38725
3,-2575.97473